Record 1
Entry from the OMol25 dataset: an isolated ion of composition C6H9N2O and charge +1 (wB97M-V/def2-TZVPD).

Last columns: bonded neighbours and bond lengths (Å).
Geometry (Å):
1 C 4.14238 1.20680 -0.07146  N2 1.171, H10 1.127
2 N 3.13050 0.61755 -0.06508  C1 1.171, C3 1.285
3 C 2.17082 -0.23656 -0.08481  N2 1.285, O4 1.726, N5 1.293
4 O 2.85980 -1.81174 0.06371  C3 1.726
5 N 0.89037 -0.18787 0.09084  C3 1.293, C6 1.433, C9 1.455
6 C 0.10766 -1.38796 0.05154  N5 1.433, C7 1.449, H11 1.049, H12 1.049
7 C -1.22332 -0.91642 -0.27156  C6 1.449, C8 1.499, H13 1.114, H14 0.999
8 C -1.27232 0.49553 0.22880  C7 1.499, C9 1.482, H15 1.180, H16 1.205
9 C 0.09374 1.02652 0.01090  N5 1.455, C8 1.482, H17 1.103, H18 1.164
10 H 5.01807 1.91091 -0.16355  C1 1.127
11 H 0.09602 -1.73682 1.04125  C6 1.049
12 H 0.51911 -2.13049 -0.56464  C6 1.049
13 H -1.94428 -1.64180 0.16952  C7 1.114
14 H -1.45816 -0.92606 -1.24246  C7 0.999
15 H -2.06532 1.13130 -0.37098  C8 1.180
16 H -1.76754 0.61914 1.32032  C8 1.205
17 H 0.20082 1.54522 -0.95689  C9 1.103
18 H 0.34122 1.85478 0.79097  C9 1.164

Calculated values
Total energy (eV): -11381.6074
Net charge: +1
HOMO energy (spin up / spin down) (eV): -14.92 / -12.75
Energy relative to the best compared isomer or geometry (same formula, charge and spin) (kJ/mol): 648.7
SMILES: C#[N+]C(=O)N1CCCC1

Record 2
Entry from the OMol25 dataset: an isolated ion of composition C6H9N2O and charge +1 (wB97M-V/def2-TZVPD).

Last columns: bonded neighbours and bond lengths (Å).
Geometry (Å):
1 C 1.75288 2.81266 1.52300  O2 1.439, H10 1.042, H11 1.135, H12 1.160
2 O 0.53499 2.06627 1.34703  C1 1.439, C3 1.304
3 C 0.43152 0.96133 0.66201  O2 1.304, C4 1.436, H13 1.044
4 C -0.69810 0.08776 0.80989  C3 1.436, C5 1.427, H14 1.015
5 C -0.83189 -1.21146 0.23478  C4 1.427, C6 1.356, H15 1.006
6 C -0.51392 -1.60901 -1.02220  C5 1.356, C7 1.491, N8 1.343
7 C -0.72604 -2.94515 -1.64910  C6 1.491, H16 1.079, H17 1.077, H18 1.064
8 N 0.14431 -0.61093 -1.63307  C6 1.343, N9 1.121
9 N 0.61669 0.40497 -1.61122  N8 1.121
10 H 1.73232 3.02312 2.54352  C1 1.042
11 H 1.79781 3.78365 0.93727  C1 1.135
12 H 2.63009 2.11414 1.22788  C1 1.160
13 H 1.21887 0.41875 0.24222  C3 1.044
14 H -1.42717 0.31490 1.47793  C4 1.015
15 H -1.49316 -1.79089 0.72441  C5 1.006
16 H -1.39424 -3.61032 -1.12475  C7 1.079
17 H 0.18143 -3.51678 -1.74701  C7 1.077
18 H -1.02629 -2.63691 -2.62235  C7 1.064

Calculated values
Total energy (eV): -11384.4973
Net charge: +1
HOMO energy (eV): -13.13
Energy relative to the best compared isomer or geometry (same formula, charge and spin) (kJ/mol): 369.9
SMILES: CO/C=C/C=C(/C)[N+]#N

Record 3
Entry from the OMol25 dataset: an isolated ion of composition C6H9N2O and charge +1 (wB97M-V/def2-TZVPD).

Last columns: bonded neighbours and bond lengths (Å).
Geometry (Å):
1 C -0.43235 0.56354 -1.25213  N2 1.411, H10 1.148, H11 1.107, H12 1.074
2 N -0.80668 0.33159 0.08821  C1 1.411, C3 1.490, C4 1.321
3 C -1.76475 1.28396 0.71763  N2 1.490, H13 1.034, H14 1.050, H15 1.034
4 C -0.64330 -0.87241 0.60716  N2 1.321, C5 1.426, H16 1.099
5 C 0.35392 -1.81800 0.22775  C4 1.426, C6 1.369, H17 1.149
6 C 1.66167 -1.55274 -0.07603  C5 1.369, N7 1.340, H18 1.056
7 N 2.24087 -0.35285 -0.22165  C6 1.340, C8 1.225
8 C 2.41258 0.74184 0.30053  N7 1.225, O9 1.141
9 O 2.81883 1.77543 0.56022  C8 1.141
10 H 0.65987 0.86979 -1.42769  C1 1.148
11 H -0.66148 -0.38914 -1.76801  C1 1.107
12 H -0.93753 1.33299 -1.80546  C1 1.074
13 H -2.66094 0.77090 0.66464  C3 1.034
14 H -1.55504 1.33494 1.74534  C3 1.050
15 H -1.64510 2.11167 0.10890  C3 1.034
16 H -1.16069 -0.91148 1.57549  C4 1.099
17 H -0.14726 -2.84820 0.30969  C5 1.149
18 H 2.26739 -2.37183 -0.35459  C6 1.056

Calculated values
Total energy (eV): -11386.7257
Net charge: +1
HOMO energy (eV): -14.05
Energy relative to the best compared isomer or geometry (same formula, charge and spin) (kJ/mol): 154.9
SMILES: CN(C)/C=C\C=[N+]=C=O

Q: Which of these has the highest energy relative to the best compared isomer or geometry (same formula, charge and spin)?
A: number 1